[1]
C30H32BrN4O3Ru | ωB97M-V/def2-TZVPD

Each line ends with the Mulliken spin population.
Cartesian coordinates (Å):
1 Ru 0.52 -0.80 0.19  2.475
2 C 4.33 3.63 2.91  0.001
3 C 3.11 2.82 2.58  -0.094
4 C 1.85 3.39 2.49  0.161
5 C 0.73 2.60 2.19  -0.126
6 C -0.55 3.27 2.30  0.612
7 N -1.69 2.56 2.29  0.175
8 C -3.02 3.08 2.44  0.035
9 C -4.07 2.05 2.02  0.008
10 C -3.84 1.27 0.72  0.004
11 N -3.44 2.16 -0.39  0.000
12 C -2.96 1.77 -1.51  0.018
13 C -2.86 0.37 -1.91  0.002
14 C -4.02 -0.24 -2.41  0.011
15 C -4.00 -1.58 -2.78  -0.003
16 C -5.25 -2.32 -3.15  0.000
17 C -2.77 -2.25 -2.72  0.027
18 C -1.65 -1.61 -2.21  0.040
19 C -0.41 -2.42 -2.07  0.151
20 N -0.06 -2.75 -0.89  -0.009
21 C 1.18 -3.50 -0.82  0.042
22 C 1.43 -4.02 0.61  0.021
23 C 2.38 -3.11 1.47  0.002
24 N 1.82 -1.75 1.56  0.001
25 C 2.51 -0.79 2.05  -0.057
26 C 2.08 0.63 2.11  -0.027
27 C 3.20 1.45 2.42  0.247
28 C 0.76 1.18 1.92  0.130
29 O -0.33 0.56 1.55  0.125
30 C -1.63 -0.28 -1.71  0.017
31 O -0.63 0.26 -1.08  0.044
32 H 4.20 4.67 2.60  -0.001
33 H 5.21 3.25 2.38  -0.003
34 H 4.52 3.60 3.98  -0.001
35 H 1.74 4.45 2.66  0.000
36 H -0.60 4.35 2.43  0.046
37 H -1.51 1.56 2.09  -0.026
38 H -3.11 4.00 1.84  -0.017
39 H -3.17 3.36 3.49  -0.009
40 H -5.03 2.57 1.97  0.000
41 H -4.18 1.32 2.83  0.003
42 H -4.78 0.79 0.43  -0.002
43 H -3.09 0.50 0.85  -0.004
44 H -3.45 3.17 -0.25  -0.006
45 H -2.60 2.54 -2.20  0.001
46 H -4.95 0.32 -2.47  0.000
47 H -6.08 -1.63 -3.36  0.000
48 H -5.56 -2.97 -2.33  0.000
49 H -5.10 -2.93 -4.04  0.000
50 H -2.70 -3.29 -2.98  0.005
51 H 0.13 -2.70 -2.98  -0.008
52 H 2.04 -2.87 -1.15  -0.034
53 H 1.12 -4.36 -1.50  0.003
54 H 1.90 -5.01 0.55  -0.001
55 H 0.49 -4.15 1.14  -0.004
56 H 3.38 -3.10 1.02  -0.008
57 H 2.46 -3.54 2.47  0.000
58 H 3.51 -1.01 2.45  0.007
59 H 4.18 0.99 2.54  0.020
60 Br 5.76 -0.60 -4.31  0.001
61 C 4.32 -0.66 -3.07  0.008
62 C 4.13 -1.79 -2.30  -0.008
63 C 3.07 -1.83 -1.39  -0.130
64 C 2.20 -0.75 -1.25  0.136
65 C 2.42 0.38 -2.04  -0.141
66 C 3.48 0.43 -2.95  -0.001
67 H 4.79 -2.65 -2.40  0.000
68 H 2.95 -2.68 -0.79  0.004
69 H 1.76 1.23 -1.93  0.009
70 H 3.63 1.32 -3.55  -0.001
71 O -0.19 -1.96 1.37  1.130

Properties
multiplicity	6
total charge	0
LUMO (spin up / spin down)	-0.0284 / -0.0277	hartree
HOMO-LUMO gap (spin up / spin down)	0.152 / 0.232	hartree
largest force on an atom	4.921	eV Å⁻¹

[2]
C30H32ClN3RuSSi2 | ωB97M-V/def2-TZVPD

Each line ends with the Mulliken spin population.
Cartesian coordinates (Å):
1 C -2.35 -0.73 4.76  -0.010
2 C -2.83 -0.29 3.47  0.012
3 C -2.63 -1.36 2.54  -0.031
4 H -3.30 0.66 3.26  -0.001
5 C -2.05 -2.47 3.24  0.142
6 C -1.86 -2.07 4.62  0.003
7 H -1.42 -2.68 5.40  -0.001
8 H -2.36 -0.17 5.69  0.000
9 H -2.98 -1.36 1.52  -0.008
10 H -1.80 -3.43 2.82  0.011
11 Ru -0.71 -0.76 3.24  0.921
12 Si 2.43 1.42 -0.04  0.045
13 C 1.13 2.77 -0.04  0.001
14 C 1.21 3.80 -0.98  -0.008
15 H 2.10 3.85 -1.62  -0.003
16 C 0.19 4.75 -1.07  0.001
17 H 0.27 5.55 -1.81  0.000
18 C -0.93 4.66 -0.23  0.000
19 H -1.73 5.39 -0.32  0.000
20 C -1.02 3.66 0.74  0.004
21 H -1.87 3.58 1.42  0.000
22 C 0.03 2.74 0.84  0.038
23 H -0.02 1.98 1.63  -0.026
24 C 1.32 -0.11 -0.24  0.421
25 C -0.11 -0.01 -0.27  0.113
26 H -0.59 0.95 -0.42  -0.013
27 C -1.01 -1.13 -0.15  0.375
28 H -2.09 -0.97 -0.13  -0.074
29 C -0.39 -2.44 -0.11  0.474
30 H -1.04 -3.32 -0.11  -0.025
31 C 1.00 -2.53 0.09  0.298
32 H 1.44 -3.48 0.42  -0.025
33 C 1.82 -1.42 -0.11  0.168
34 H 2.91 -1.55 -0.04  -0.020
35 H -0.32 0.02 1.90  -0.086
36 Si -0.20 -1.24 -1.77  0.189
37 C 0.28 -2.50 -3.13  0.456
38 C -0.47 -2.53 -4.31  -0.033
39 H -1.29 -1.82 -4.45  0.033
40 C -0.19 -3.47 -5.31  0.350
41 H -0.82 -3.52 -6.20  0.008
42 C 0.87 -4.37 -5.16  0.582
43 H 1.08 -5.11 -5.94  0.027
44 C 1.62 -4.35 -3.98  -0.130
45 H 2.42 -5.08 -3.84  -0.004
46 C 1.33 -3.41 -2.98  0.501
47 H 1.93 -3.42 -2.08  0.075
48 C -0.55 0.28 -2.98  0.037
49 C -1.83 0.80 -3.17  0.057
50 H -2.71 0.21 -2.90  0.005
51 C -1.99 2.09 -3.69  0.001
52 H -2.98 2.53 -3.78  0.001
53 C -0.85 2.81 -4.09  0.015
54 H -0.96 3.84 -4.44  0.001
55 C 0.41 2.21 -4.07  0.007
56 H 1.28 2.75 -4.45  0.000
57 C 0.55 0.93 -3.53  0.043
58 H 1.54 0.45 -3.53  -0.023
59 H 3.64 1.78 -0.71  0.004
60 Cl 3.06 1.22 1.96  0.022
61 N 1.38 -0.99 3.88  0.041
62 N 1.75 -0.02 4.87  0.000
63 C 1.03 1.10 4.96  0.014
64 N 1.40 2.04 5.84  0.003
65 S -0.37 1.34 4.01  0.021
66 H 2.02 -0.92 3.07  -0.012
67 H 1.50 -1.90 4.32  0.009
68 H 2.70 -0.08 5.24  0.001
69 H 0.82 2.86 5.91  0.001
70 H 2.17 1.94 6.49  0.000

Properties
energy above the lowest of the compared OMol25 structures with the same formula, charge and spin	4.6313	eV
multiplicity	6
total charge	+1
LUMO (spin up / spin down)	-0.0893 / -0.1820	hartree
HOMO-LUMO gap (spin up / spin down)	0.161 / 0.210	hartree
largest force on an atom	6.018	eV Å⁻¹

[3]
C30H32HfN8S4 | ωB97M-V/def2-TZVPD

Each line ends with the Löwdin charge.
Cartesian coordinates (Å):
1 Hf 0.86 -1.59 1.85  0.906
2 C 5.34 -2.37 1.10  0.035
3 C 3.99 -1.79 1.23  -0.228
4 N 2.92 -2.48 1.16  -0.084
5 N 3.02 -3.79 0.78  0.040
6 C 1.93 -4.60 0.87  -0.724
7 N 2.04 -5.83 0.48  0.199
8 S 0.44 -3.98 1.39  0.734
9 C 3.74 -0.34 1.44  -0.195
10 C 4.72 0.62 1.27  0.049
11 C 4.42 1.93 1.50  0.004
12 C 3.17 2.30 1.91  0.031
13 C 2.21 1.26 2.12  -0.080
14 N 2.48 -0.03 1.84  -0.095
15 H 5.40 -3.44 1.30  0.101
16 H 5.80 -2.18 0.12  0.137
17 H 5.97 -1.90 1.86  0.121
18 H 3.86 -4.13 0.37  0.154
19 H 2.86 -6.16 -0.02  0.162
20 H 1.28 -6.48 0.48  0.146
21 H 5.71 0.27 1.05  0.130
22 H 5.24 2.65 1.36  0.160
23 H 2.91 3.31 2.20  0.138
24 H 1.25 1.51 2.55  0.097
25 S 0.80 -1.31 -0.71  0.710
26 C -0.32 -0.09 -1.16  -0.588
27 N -0.68 0.13 -2.38  -0.043
28 C -1.78 1.07 -2.69  -0.037
29 C -1.72 2.25 -1.74  -0.035
30 N -1.63 1.76 -0.33  -0.050
31 C -2.43 2.56 0.61  -0.089
32 C -3.93 2.49 0.30  -0.246
33 C -4.46 1.26 0.01  -0.055
34 C -5.83 1.16 -0.44  -0.032
35 C -6.60 2.30 -0.53  -0.046
36 C -6.08 3.54 -0.15  -0.027
37 C -4.73 3.64 0.18  -0.021
38 C -0.94 0.67 -0.04  -0.566
39 S -1.01 0.08 1.57  0.728
40 C -0.04 -0.47 -3.59  -0.062
41 C 0.55 0.64 -4.42  -0.232
42 C 1.51 1.44 -3.82  -0.079
43 C 2.07 2.51 -4.46  -0.059
44 C 1.73 2.80 -5.79  -0.032
45 C 0.77 2.03 -6.40  -0.048
46 C 0.12 1.00 -5.71  -0.015
47 H -2.70 0.54 -2.52  0.149
48 H -1.74 1.32 -3.74  0.144
49 H -2.64 2.81 -1.78  0.141
50 H -0.91 2.95 -1.96  0.161
51 H -2.05 3.58 0.50  0.148
52 H -2.24 2.24 1.67  0.101
53 H -3.90 0.35 0.18  0.095
54 H -6.18 0.17 -0.66  0.103
55 H -7.60 2.21 -0.96  0.130
56 H -6.69 4.44 -0.23  0.130
57 H -4.33 4.60 0.45  0.122
58 H -0.82 -1.04 -4.07  0.151
59 H 0.72 -1.18 -3.24  0.089
60 H 1.92 1.13 -2.87  0.107
61 H 2.83 3.08 -3.97  0.108
62 H 2.22 3.61 -6.36  0.141
63 H 0.47 2.20 -7.43  0.128
64 H -0.67 0.42 -6.21  0.132
65 S 1.78 -1.86 4.27  0.774
66 C 0.16 -2.17 4.55  -0.800
67 N -0.28 -2.49 5.78  0.122
68 C -1.55 -2.78 6.07  0.084
69 C -2.48 -2.79 5.01  0.050
70 C -2.02 -2.48 3.76  -0.038
71 N -0.74 -2.11 3.54  -0.134
72 H 0.42 -2.49 6.53  0.194
73 H -1.80 -2.95 7.12  0.180
74 H -3.50 -3.00 5.17  0.133
75 H -2.64 -2.51 2.87  0.142

Properties
energy above the lowest of the compared OMol25 structures with the same formula, charge and spin	0.4403	eV
total charge	+4
LUMO	-0.4402	hartree
HOMO-LUMO gap	0.205	hartree
largest force on an atom	2.775	eV Å⁻¹